This record from the OMol25 dataset describes a structure of composition C37H56AuN8P. The level of theory is ωB97M-V with the def2-TZVPD basis set.

* HOMO-LUMO gap (alpha / beta): 7.0682 / 5.4429 eV
* calculated total energy: -2358.42292 hartree
* strongest force on any atom: 0.73 eV Å⁻¹
* HOMO level (alpha / beta): -6.548 / -6.636 eV

```
! wB97M-V def2-TZVPD RIJCOSX def2/J DEFGRID3
* xyz 0 3
Au 0.378 -0.118 0.026
C -1.640 -2.147 -2.610
C -0.440 -1.938 -3.547
C 0.717 -1.064 -3.011
N 0.250 0.010 -2.158
C -0.311 1.088 -2.637
C -0.206 1.458 -4.011
C -0.937 2.327 -4.790
C -2.014 3.140 -4.453
C -2.456 3.367 -3.164
C -1.949 2.930 -1.950
C -0.927 2.007 -1.624
N -0.540 1.814 -0.385
C -0.585 2.786 0.678
C -1.148 2.261 2.002
C -0.283 1.186 2.679
N -0.374 -0.114 2.045
C -1.343 -0.968 2.273
C -2.365 -0.713 3.221
C -3.333 -1.530 3.773
C -3.579 -2.881 3.587
C -2.911 -3.700 2.692
C -1.954 -3.400 1.740
C -1.299 -2.191 1.401
N -0.540 -2.076 0.329
C -0.374 -3.172 -0.613
C -1.520 -3.305 -1.616
H -2.521 -2.328 -3.230
H -1.844 -1.225 -2.060
H -0.804 -1.483 -4.470
H -0.019 -2.911 -3.825
H 1.301 -0.696 -3.859
H 1.411 -1.662 -2.420
H 0.575 0.926 -4.539
H -0.633 2.360 -5.832
H -2.524 3.654 -5.257
H -3.318 4.022 -3.074
H -2.464 3.318 -1.081
H -1.162 3.657 0.359
H 0.446 3.122 0.846
H -2.169 1.895 1.850
H -1.206 3.113 2.686
H -0.522 1.115 3.744
H 0.762 1.496 2.592
H -2.373 0.300 3.599
H -3.979 -1.033 4.489
H -4.358 -3.332 4.188
H -3.213 -4.743 2.703
H -1.675 -4.243 1.123
H -0.219 -4.123 -0.093
H 0.553 -2.988 -1.156
H -2.458 -3.393 -1.061
H -1.383 -4.243 -2.163
N 2.099 1.115 0.222
P 3.494 0.431 0.136
N 3.997 0.245 -1.452
C 5.258 -0.398 -1.836
C 6.106 0.539 -2.685
C 5.391 0.837 -4.013
C 3.865 0.771 -3.835
C 3.464 1.206 -2.435
N 3.803 -1.116 0.722
C 3.214 -2.243 -0.025
C 3.551 -3.547 0.679
C 2.832 -3.627 2.034
C 2.602 -2.222 2.609
C 3.710 -1.263 2.194
N 4.565 1.339 1.039
C 5.986 0.995 1.128
C 6.619 1.766 2.277
C 6.615 3.270 1.971
C 5.364 3.657 1.162
C 4.212 2.706 1.451
H 5.056 -1.308 -2.419
H 5.786 -0.721 -0.942
H 7.091 0.102 -2.862
H 6.264 1.465 -2.125
H 5.706 0.122 -4.776
H 5.680 1.827 -4.373
H 3.509 -0.251 -3.997
H 3.365 1.403 -4.571
H 2.385 1.258 -2.319
H 3.849 2.219 -2.251
H 3.601 -2.236 -1.041
H 2.122 -2.148 -0.095
H 4.635 -3.586 0.819
H 3.280 -4.392 0.044
H 3.420 -4.231 2.729
H 1.868 -4.130 1.917
H 2.550 -2.256 3.699
H 1.645 -1.819 2.263
H 4.672 -1.619 2.583
H 3.532 -0.283 2.635
H 6.524 1.246 0.201
H 6.086 -0.081 1.276
H 7.633 1.406 2.454
H 6.043 1.561 3.183
H 7.514 3.533 1.408
H 6.653 3.836 2.904
H 5.579 3.619 0.090
H 5.060 4.681 1.386
H 3.306 3.001 0.926
H 3.979 2.731 2.524
*
```

=====

This record from the OMol25 dataset describes a structure of composition C37H56FN12O2P2Sm at a distorted geometry. The level of theory is ωB97M-V with the def2-TZVPD basis set.

* HOMO-LUMO gap (alpha / beta): 3.6116 / 3.6015 eV
* calculated total energy: -3691.35193 hartree
* strongest force on any atom: 4.55 eV Å⁻¹
* HOMO level (alpha / beta): -5.696 / -5.699 eV
* energy above the lowest of the compared OMol25 structures with the same formula, charge and spin: 80.4 kcal/mol

```
! wB97M-V def2-TZVPD RIJCOSX def2/J DEFGRID3
* xyz 0 6
Sm 10.928 11.747 13.441
C 12.668 15.685 17.589
N 12.874 14.909 16.327
C 13.405 15.429 15.162
C 13.092 14.573 14.152
N 12.437 13.505 14.662
C 12.285 13.713 16.003
P 11.917 12.425 17.203
C 12.690 11.001 16.274
N 12.314 10.487 15.052
C 13.048 9.331 14.940
C 13.958 9.208 15.941
N 13.719 10.279 16.828
C 14.351 10.514 18.186
C 8.015 12.027 16.082
N 9.121 12.699 15.563
C 8.759 14.046 15.589
C 7.553 14.251 16.170
N 7.145 12.964 16.618
C 5.895 12.705 17.269
H 12.084 15.137 18.315
H 12.111 16.632 17.411
H 13.610 15.948 18.070
H 13.979 16.313 15.065
H 13.355 14.627 13.129
H 12.973 8.781 14.025
H 14.867 8.636 16.029
H 13.753 11.082 18.858
H 15.277 11.069 18.026
H 14.630 9.622 18.694
H 9.483 14.799 15.361
H 7.029 15.221 16.233
H 6.084 12.632 18.332
H 5.490 11.685 16.947
H 5.159 13.533 17.088
C 6.812 8.579 16.423
C 7.586 9.598 15.593
N 7.979 10.647 16.438
O 7.737 10.398 17.812
C 8.154 9.421 14.294
C 7.914 8.144 13.436
N 8.873 10.375 13.757
O 9.522 10.016 12.624
H 7.494 8.067 17.132
H 6.321 7.817 15.857
H 6.017 9.015 16.986
H 8.325 10.988 18.268
H 7.183 7.488 13.881
H 8.886 7.674 13.429
H 7.766 8.433 12.379
F 7.042 17.027 12.118
C 7.806 15.916 12.116
C 9.197 15.992 11.926
C 9.993 14.893 12.091
C 9.412 13.649 12.359
C 8.075 13.571 12.473
C 7.239 14.674 12.218
H 9.710 16.972 11.873
H 11.058 15.004 11.839
H 7.608 12.598 12.628
H 6.197 14.517 12.456
N 12.299 11.559 11.763
P 13.062 11.165 10.487
N 13.532 9.542 10.165
C 12.619 8.432 10.083
C 13.108 7.449 9.020
C 14.324 6.692 9.695
C 15.133 7.641 10.629
C 14.957 9.119 10.258
N 12.147 11.567 9.018
C 11.369 12.787 9.057
C 10.107 12.815 8.211
C 10.552 12.537 6.800
C 11.196 11.142 6.748
C 12.361 11.003 7.672
N 14.504 11.960 10.259
C 15.203 12.458 11.394
C 16.033 13.704 11.000
C 17.127 13.493 9.935
C 16.619 12.447 8.874
C 15.151 12.059 8.960
H 11.611 8.779 9.918
H 12.544 7.961 11.055
H 13.469 7.923 8.090
H 12.341 6.758 8.787
H 15.096 6.414 8.949
H 14.018 5.710 10.148
H 16.157 7.318 10.630
H 14.750 7.521 11.680
H 15.324 9.372 9.250
H 15.494 9.811 10.945
H 11.990 13.627 8.759
H 11.036 12.915 10.095
H 9.713 13.866 8.382
H 9.341 12.107 8.531
H 11.252 13.389 6.645
H 9.709 12.764 6.108
H 11.487 10.818 5.727
H 10.477 10.390 7.167
H 13.169 11.538 7.182
H 12.639 9.967 7.685
H 15.674 11.661 11.949
H 14.455 12.765 12.061
H 16.496 14.151 11.908
H 15.315 14.445 10.624
H 18.095 13.272 10.410
H 17.340 14.453 9.478
H 17.142 11.473 9.000
H 16.899 12.802 7.808
H 15.133 11.084 8.379
H 14.528 12.702 8.332
*
```

=====

This record from the OMol25 dataset describes a structure of composition C37H56N6NdO3PS3Si at a distorted geometry. The level of theory is ωB97M-V with the def2-TZVPD basis set.

* HOMO-LUMO gap (alpha / beta): 6.4659 / 6.4793 eV
* calculated total energy: -4384.78762 hartree
* strongest force on any atom: 1.22 eV Å⁻¹
* HOMO level (alpha / beta): -6.226 / -6.238 eV
* energy above the lowest of the compared OMol25 structures with the same formula, charge and spin: 0.2 kcal/mol

```
! wB97M-V def2-TZVPD RIJCOSX def2/J DEFGRID3
* xyz 0 4
Nd -0.304 -0.471 0.271
C -3.132 1.319 -0.333
N -2.802 -0.011 -0.896
C -2.819 0.087 -2.384
C -2.286 -1.158 -3.067
N -0.833 -1.225 -2.948
C -0.181 -0.438 -4.000
C -0.270 -2.546 -2.916
C -0.894 -3.637 -3.503
C -0.331 -4.904 -3.423
C 0.875 -5.083 -2.766
C 1.515 -3.991 -2.187
C 0.954 -2.719 -2.249
S 1.751 -1.323 -1.496
C -3.792 -1.018 -0.492
C -5.148 -0.700 -0.547
C -6.121 -1.623 -0.210
C -5.729 -2.898 0.182
C -4.386 -3.222 0.234
C -3.382 -2.297 -0.102
S -1.709 -2.816 -0.010
H -4.025 1.755 -0.791
H -2.310 2.008 -0.507
H -3.305 1.227 0.736
H -2.227 0.954 -2.672
H -3.848 0.266 -2.709
H -2.603 -1.150 -4.120
H -2.723 -2.035 -2.597
H -0.548 -0.730 -4.994
H 0.894 -0.588 -3.964
H -0.381 0.627 -3.869
H -1.841 -3.510 -4.013
H -0.846 -5.749 -3.867
H 1.318 -6.070 -2.695
H 2.450 -4.122 -1.655
H -5.456 0.294 -0.852
H -7.168 -1.350 -0.255
H -6.474 -3.638 0.451
H -4.069 -4.211 0.549
C -2.983 -0.476 2.839
Si -1.601 -1.448 3.668
C -2.273 -3.180 3.907
C -1.474 -0.636 5.370
N -0.200 -1.337 2.685
C 0.996 -1.897 3.097
C 2.130 -1.832 2.263
C 3.376 -2.290 2.657
C 3.560 -2.877 3.904
C 2.451 -3.013 4.730
C 1.203 -2.547 4.341
H -3.949 -0.782 3.263
H -3.039 -0.693 1.769
H -2.881 0.605 2.984
H -3.289 -3.141 4.315
H -1.658 -3.789 4.579
H -2.308 -3.687 2.935
H -2.409 -0.798 5.922
H -1.331 0.451 5.279
H -0.653 -1.027 5.981
H 2.014 -1.412 1.276
H 4.217 -2.200 1.980
H 4.535 -3.234 4.213
H 2.553 -3.498 5.695
H 0.360 -2.689 5.011
C 5.410 2.442 1.696
N 5.272 1.198 0.959
C 6.314 0.362 0.567
C 5.760 -0.682 -0.072
N 4.393 -0.472 -0.061
C 4.082 0.676 0.567
S 2.557 1.363 0.825
H 6.431 2.801 1.591
H 5.182 2.294 2.752
H 4.715 3.176 1.295
H 7.344 0.588 0.787
H 6.210 -1.543 -0.538
H 3.679 -1.059 -0.494
C 0.587 2.489 3.936
C -0.131 1.916 2.805
N -0.625 1.425 1.899
H 0.000 3.283 4.394
H 1.540 2.884 3.584
H 0.773 1.704 4.670
C -1.351 4.617 -4.094
C -0.821 3.209 -3.921
O -0.899 2.853 -2.535
P 0.204 2.024 -1.648
O 1.529 2.584 -2.375
C 2.723 1.840 -2.701
C 3.905 2.763 -2.537
O 0.119 2.948 -0.336
C 0.345 4.369 -0.340
C -0.917 5.072 0.106
H -1.153 4.969 -5.109
H -0.858 5.291 -3.388
H -2.428 4.656 -3.914
H 0.208 3.142 -4.269
H -1.427 2.503 -4.493
H 2.635 1.488 -3.731
H 2.810 0.974 -2.057
H 3.829 3.619 -3.215
H 4.832 2.225 -2.754
H 3.940 3.134 -1.508
H 0.648 4.700 -1.333
H 1.172 4.554 0.346
H -1.725 4.885 -0.605
H -0.743 6.150 0.166
H -1.233 4.713 1.089
*
```

=====

This record from the OMol25 dataset describes a structure of composition C37H57As3Cl3Ge3N2STi. The level of theory is ωB97M-V with the def2-TZVPD basis set.

* HOMO-LUMO gap (alpha / beta): 6.7988 / 6.7982 eV
* calculated total energy: -17119.78060 hartree
* strongest force on any atom: 0.35 eV Å⁻¹
* HOMO level (alpha / beta): -10.225 / -10.224 eV
* energy above the lowest of the compared OMol25 structures with the same formula, charge and spin: 5.3 kcal/mol

```
! wB97M-V def2-TZVPD RIJCOSX def2/J DEFGRID3
* xyz 1 1
Ti -0.027 1.379 -0.581
C 0.974 -1.787 4.944
As 1.024 -1.136 3.096
C 0.144 -2.694 2.296
C 2.865 -1.672 2.634
C 3.951 -0.612 2.822
C 3.866 0.038 4.205
C 3.896 0.482 1.735
As 2.348 1.656 1.368
C 2.011 2.643 3.013
C 3.408 3.012 0.439
C 5.348 -1.252 2.647
As 6.049 -2.873 3.568
C 5.077 -3.002 5.270
C 5.069 -4.285 2.604
H 1.548 -1.131 5.596
H 1.374 -2.799 5.003
H -0.060 -1.796 5.288
H 0.682 -3.608 2.553
H 0.107 -2.585 1.212
H -0.875 -2.763 2.674
H 2.846 -2.004 1.591
H 3.092 -2.545 3.244
H 2.909 0.541 4.355
H 4.655 0.784 4.325
H 3.982 -0.700 4.996
H 4.088 0.027 0.758
H 4.717 1.179 1.921
H 2.943 2.873 3.527
H 1.355 2.072 3.667
H 1.512 3.572 2.739
H 4.287 3.279 1.026
H 2.802 3.905 0.293
H 3.723 2.631 -0.532
H 6.101 -0.485 2.852
H 5.489 -1.522 1.594
H 5.412 -2.225 5.955
H 5.346 -3.966 5.702
H 3.993 -2.958 5.167
H 5.096 -4.073 1.534
H 4.033 -4.390 2.923
H 5.585 -5.229 2.774
C -4.947 4.698 -2.357
C -4.248 4.397 -1.197
C -3.404 3.297 -1.164
C -3.233 2.479 -2.278
C -3.951 2.793 -3.435
C -4.801 3.889 -3.475
Ge -2.026 0.923 -2.309
C -3.051 -0.697 -1.864
C -4.442 -0.703 -1.936
C -5.166 -1.863 -1.685
C -4.506 -3.040 -1.364
C -3.119 -3.055 -1.298
C -2.403 -1.893 -1.549
C -1.693 0.670 -4.242
C -2.204 -0.455 -4.892
C -2.070 -0.616 -6.268
C -1.408 0.344 -7.020
C -0.894 1.470 -6.387
C -1.044 1.632 -5.016
H -5.604 5.557 -2.389
H -4.357 5.022 -0.319
H -2.868 3.085 -0.248
H -3.843 2.182 -4.324
H -5.347 4.114 -4.382
H -4.972 0.209 -2.191
H -6.247 -1.845 -1.742
H -5.070 -3.942 -1.167
H -2.599 -3.972 -1.050
H -1.317 -1.919 -1.492
H -2.732 -1.215 -4.327
H -2.494 -1.488 -6.751
H -1.307 0.226 -8.091
H -0.391 2.235 -6.967
H -0.662 2.532 -4.552
C -2.772 -0.499 3.171
Ge -2.721 1.018 1.935
C -2.170 2.611 2.931
C -4.503 1.206 1.160
C -1.327 0.491 0.597
H -3.550 -0.326 3.917
H -1.820 -0.615 3.690
H -3.006 -1.423 2.641
H -1.923 2.326 3.954
H -2.989 3.331 2.967
H -1.303 3.108 2.499
H -5.191 0.582 1.732
H -4.537 0.890 0.121
H -4.843 2.240 1.215
H -1.592 -0.531 0.320
H -0.397 0.422 1.239
Cl 1.256 2.340 -2.542
Ge 1.016 4.643 -1.919
Cl -0.177 3.651 0.125
Cl -0.787 5.032 -3.065
S 1.452 -0.717 -0.786
C 1.489 -1.289 -2.390
N 2.170 -2.447 -2.629
C 2.311 -2.962 -3.869
C 1.756 -2.305 -4.923
C 1.049 -1.127 -4.626
N 0.918 -0.648 -3.405
H 2.581 -2.919 -1.834
H 2.870 -3.883 -3.949
H 1.849 -2.677 -5.931
H 0.568 -0.555 -5.412
*
```

=====

Question: Look up the strongest force on any atom of the second one.
Answer: 4.55 eV Å⁻¹